No. 1
Density functional theory data (ωB97M-V/def2-TZVPD) for C24H31DyGeNO as an isolated structure.

Structure (XYZ):
```
59
Properties=species:S:1:pos:R:3:lowdin_spin:R:1
Dy 0.4295 0.9077 -0.3619 5.05
O -1.4901 0.8978 -1.1002 -0.01
N -1.6591 2.0013 -0.3199 -0.01
C -1.5981 0.5939 2.9993 0.00
Ge 0.0739 1.6008 3.2797 0.00
C 0.5987 1.1133 5.1112 0.00
C -0.4101 3.5032 3.3258 0.00
C 1.3619 1.2480 1.8962 -0.01
H -2.2362 0.6564 3.8860 0.00
H -1.3761 -0.4606 2.8139 0.00
H -2.1550 0.9864 2.1450 0.00
H -0.1804 1.3939 5.8268 0.00
H 1.5302 1.6129 5.3918 0.00
H 0.7586 0.0332 5.1749 0.00
H -1.2243 3.6800 4.0346 0.00
H -0.7311 3.8365 2.3351 0.00
H 0.4485 4.1091 3.6276 0.00
H 1.8397 0.2874 2.1421 0.00
H 2.1482 2.0078 1.9851 0.00
C 1.7864 1.0519 -2.2107 -0.01
C 2.0476 -0.1660 -2.1624 -0.01
C 2.3877 -1.5311 -1.9711 0.00
C 3.5606 -2.0689 -2.6491 0.00
C 4.4747 -1.2140 -3.2966 0.00
C 5.5843 -1.7058 -3.9672 0.00
C 5.8421 -3.0717 -4.0239 0.00
C 4.9453 -3.9341 -3.4040 0.00
C 3.8271 -3.4487 -2.7400 0.00
C 1.6610 -2.1852 -0.9318 0.00
C 2.2060 -3.1816 -0.0660 0.00
C 1.5397 -3.6036 1.0598 0.00
C 0.2634 -3.1208 1.4063 0.00
C -0.3334 -2.2309 0.5434 0.00
C 0.3356 -1.7698 -0.5966 -0.01
H 4.2891 -0.1469 -3.2626 0.00
H 6.2630 -1.0114 -4.4502 0.00
H 6.7109 -3.4542 -4.5464 0.00
H 5.1101 -5.0049 -3.4502 0.00
H 3.1258 -4.1502 -2.3034 0.00
H 3.2015 -3.5578 -0.2654 0.00
H 2.0254 -4.3213 1.7126 0.00
H -0.2380 -3.4549 2.3053 0.00
H -1.3502 -1.8999 0.7246 0.00
H -0.2520 -1.2737 -1.3606 0.00
C -5.2421 2.8508 -0.2737 0.00
C -4.0920 2.0400 -0.8757 0.00
C -4.0002 2.2989 -2.3863 0.00
C -4.3445 0.5496 -0.6170 0.00
C -2.8115 2.5126 -0.2243 0.00
H -6.1829 2.5831 -0.7600 0.00
H -5.0846 3.9247 -0.4075 0.00
H -5.3425 2.6515 0.7966 0.00
H -4.9148 1.9563 -2.8794 0.00
H -3.1510 1.7629 -2.8116 0.00
H -3.8772 3.3648 -2.5949 0.00
H -5.3287 0.2823 -1.0125 0.00
H -4.3368 0.3331 0.4546 0.00
H -3.5892 -0.0703 -1.0935 0.00
H -2.8446 3.4062 0.3985 0.00
```

Its net charge is -1. The spin multiplicity is 6. Its HOMO energy (spin up / spin down) is -2.779 / -2.781 eV. Its relative energy (zero: lowest compared OMol25 entry of this formula, charge and spin) is 0.00 kcal/mol. For the HOMO-LUMO gap (spin up / spin down), the calculation gives 5.30 / 5.31 eV.



No. 2
Density functional theory data (ωB97M-V/def2-TZVPD) for C23H29ClN2PSTl as an isolated structure.

Structure (XYZ):
```
58
Properties=species:S:1:pos:R:3:mulliken_charge:R:1
Tl 0.1525 -0.0101 0.3260 1.17
Cl 2.5408 -0.5011 0.7066 -0.39
P -0.0006 -0.0344 -2.1788 0.53
C -0.6920 1.5736 -2.5379 0.80
C -1.9311 1.5656 -3.2131 -0.62
C -2.3650 2.7654 -3.7518 -0.66
C -1.6469 3.9394 -3.5067 -0.53
C -0.4987 3.9559 -2.7064 -0.74
C -0.0229 2.7698 -2.1553 -0.55
C 1.7015 -0.2219 -2.5859 0.99
C 2.3726 -1.4233 -2.2489 -0.50
C 3.6453 -1.5895 -2.7653 -0.70
C 4.2178 -0.5750 -3.5434 -0.51
C 3.5637 0.6361 -3.7860 -0.70
C 2.2984 0.8501 -3.2651 -0.72
C -1.0053 -1.4349 -2.5671 1.02
C -1.5665 -2.3777 -1.6715 -0.49
C -2.3700 -3.3542 -2.2548 -0.75
C -2.5518 -3.3664 -3.6418 -0.58
C -1.9634 -2.4312 -4.4954 -0.76
C -1.1584 -1.4370 -3.9659 -0.45
H 1.9187 -2.1614 -1.5724 0.44
H 4.1682 -2.5220 -2.5613 0.43
H 5.1979 -0.7241 -3.9794 0.43
H 3.9820 1.4398 -4.3889 0.43
H 1.7479 1.7826 -3.4344 0.43
H -2.4589 0.6196 -3.3880 0.48
H -3.2621 2.7209 -4.3658 0.44
H -2.0153 4.8598 -3.9364 0.44
H 0.0607 4.8732 -2.5341 0.43
H 0.8916 2.7440 -1.5384 0.54
H -1.4088 -2.3118 -0.5810 0.23
H -2.8443 -4.0991 -1.6189 0.44
H -3.1656 -4.1333 -4.0907 0.43
H -2.0938 -2.4049 -5.5705 0.44
H -0.6960 -0.6330 -4.5575 0.53
H -1.4250 0.8222 0.4542 0.21
H -1.6371 -0.1316 0.4919 0.14
C -2.3911 0.1521 4.0907 -0.73
N -1.2475 0.0855 5.0606 0.01
C -1.5363 0.1001 6.4722 -0.99
C -0.0085 0.0024 4.5310 0.54
S 0.0563 -0.0496 2.9038 -0.67
N 1.2383 -0.0759 5.1118 0.12
C 1.5785 -0.0845 6.5121 -0.93
C 2.3748 -0.1642 4.1688 -1.06
H -3.2714 0.2065 4.7381 0.23
H -2.5048 -0.7172 3.4305 0.31
H -2.3961 1.0261 3.4273 0.31
H -1.1223 -0.8572 6.9126 0.38
H -1.0146 1.0042 6.9102 0.38
H -2.6625 0.1645 6.5077 0.27
H 2.1598 -1.0524 6.6693 0.34
H 2.2877 0.7971 6.6492 0.34
H 0.6227 -0.0124 7.0748 0.29
H 2.3922 -1.0406 3.5156 0.36
H 2.4973 0.6841 3.4910 0.36
H 3.2675 -0.2086 4.8026 0.39
```

Its net charge is +2. Its HOMO energy is -14.186 eV. Its relative energy (zero: lowest compared OMol25 entry of this formula, charge and spin) is 0.00 kcal/mol. For the HOMO-LUMO gap, the calculation gives 6.41 eV.